146
Properties=species:S:1:pos:R:3:lowdin_charge:R:1 method="wB97M-V/def2-TZVPD" e_lumo_ev=-3.9865 homo_energy_ev=-9.11 total_charge=+1 gap_ha=0.188 largest_force_ev_per_a=6.03
I 4.188 1.202 0.969 1.008
P 1.606 4.173 3.251 0.699
F -2.647 0.874 -4.019 0.099
F -3.375 -1.174 -3.288 0.086
F -3.708 0.739 -1.953 0.081
O 1.215 5.103 4.438 -0.337
O 5.730 -1.317 -2.576 -0.115
O 2.059 5.137 1.921 -0.251
O 7.462 1.585 -2.603 -0.151
O -1.537 -0.143 -2.261 0.001
O 2.831 3.139 3.838 -0.341
O 3.835 -2.571 -1.705 -0.131
N -4.689 -5.158 1.089 0.014
N -11.301 -2.595 2.234 -0.013
N 11.894 1.704 -2.607 0.003
N 7.490 3.983 1.037 0.002
N -7.989 -3.087 -1.932 0.007
N -14.082 -4.453 2.472 0.001
N 4.820 3.314 -2.709 0.017
N 1.193 -4.284 -4.403 0.045
N 1.782 -0.767 0.829 -0.007
N 0.837 -2.180 -0.972 0.058
C -5.704 -4.278 1.353 -0.118
C -16.047 -5.478 2.357 -0.113
C 10.904 3.587 -3.237 -0.117
C -1.660 -1.032 -1.092 -0.077
C -0.321 0.881 1.442 -0.123
C -4.538 -3.538 -0.421 -0.120
C 3.612 3.750 4.906 -0.274
C 1.968 -1.861 -0.121 -0.031
C 0.138 3.122 2.702 -0.212
C 3.239 -2.797 -0.388 -0.099
C 0.415 -0.281 0.633 -0.018
C 7.881 4.502 -0.170 -0.150
C 7.905 4.813 2.045 -0.142
C -9.153 -3.717 -1.580 -0.164
C 8.560 5.877 1.474 -0.100
C -12.319 -1.715 2.499 -0.159
C -11.152 -0.976 0.724 -0.100
C 1.636 -1.310 3.911 -0.089
C -10.582 -2.149 1.157 -0.139
C 6.920 -0.777 -1.937 -0.149
C 2.842 -0.356 1.790 -0.606
C -10.192 -3.073 -2.208 -0.116
C 3.479 5.463 1.920 -0.268
C -0.305 -4.418 -1.623 0.034
C -8.273 -2.053 -2.785 -0.138
C -0.167 -1.186 -0.514 0.014
C -5.638 -3.263 0.430 -0.124
C -2.812 0.059 -2.852 -0.424
C -12.252 -0.701 1.574 -0.097
C -9.634 -2.019 -2.972 -0.109
C -15.102 -4.798 1.626 -0.134
C -3.969 -4.712 0.013 -0.142
C 8.544 5.680 0.071 -0.099
C 4.605 -1.329 -1.681 -0.238
C -0.477 -5.549 -2.715 -0.012
C 4.535 4.345 -3.562 -0.126
C 5.018 2.918 4.956 -0.073
C 3.657 2.688 -2.347 -0.192
C 12.608 2.187 -3.672 -0.134
C 7.662 0.183 -3.022 -0.153
C 10.857 2.554 -2.332 -0.161
C 2.309 0.005 3.266 -0.249
C 1.321 -3.268 -3.403 -0.024
C 0.654 -3.224 -1.997 -0.131
C 3.172 4.384 -3.740 -0.105
C 2.616 3.334 -2.970 -0.112
C 0.366 2.333 1.307 -0.207
C -15.583 -5.540 3.693 -0.115
C 0.306 -5.354 -4.047 -0.085
C 3.858 5.814 0.365 -0.061
C 12.014 3.354 -4.086 -0.107
C -14.369 -4.897 3.736 -0.150
H 2.020 -2.382 -3.658 0.130
H 3.534 -1.278 1.922 0.099
H -4.200 -2.942 -1.256 0.077
H 6.717 -0.112 -1.027 0.107
H 7.653 3.989 -1.093 0.087
H 12.101 0.855 -2.105 0.145
H 7.278 0.012 -4.085 0.140
H 3.897 -0.474 -1.994 0.136
H -9.731 -2.703 0.792 0.087
H 3.671 1.841 -1.678 -0.016
H 1.778 -1.262 5.046 0.095
H 0.507 -1.320 3.653 0.079
H -2.005 -2.077 -1.402 0.117
H -13.001 -1.886 3.318 0.109
H 3.112 3.540 5.932 0.136
H 12.342 3.972 -4.909 0.095
H 8.973 6.328 -0.680 0.096
H 8.033 2.088 -3.228 0.087
H 4.910 -1.148 -0.590 0.061
H 2.079 -2.246 3.424 0.081
H -9.142 -4.567 -0.913 0.108
H -12.920 0.146 1.517 0.096
H 7.590 -1.643 -1.587 0.139
H 2.636 5.090 -4.358 0.095
H 1.570 3.077 -2.882 0.088
H -0.833 -4.501 -0.606 0.098
H 0.174 -6.191 -4.836 0.120
H -11.111 -3.439 2.752 0.143
H -10.168 -1.313 -3.591 0.094
H 10.175 2.351 -1.519 0.100
H -13.251 -3.950 2.206 0.095
H 7.698 4.576 3.078 0.100
H 5.565 3.180 3.984 0.052
H -4.500 -6.001 1.607 0.152
H -15.067 -4.533 0.581 0.107
H 4.709 1.806 4.863 0.065
H 4.027 -2.787 0.445 0.137
H -10.813 -0.381 -0.112 0.094
H 3.748 6.380 2.551 0.132
H -13.687 -4.719 4.553 0.101
H 3.810 4.873 4.767 0.123
H -11.237 -3.333 -2.127 0.098
H -3.118 -5.267 -0.352 0.088
H -16.970 -5.885 1.971 0.091
H 1.633 0.923 3.318 0.080
H -7.484 -1.433 -3.183 0.103
H 2.904 5.656 -0.272 0.088
H 1.449 2.321 0.941 0.054
H 13.474 1.659 -4.043 0.109
H -16.081 -6.004 4.533 0.091
H 10.216 4.420 -3.282 0.089
H -0.244 2.905 0.504 0.132
H 4.609 5.018 0.004 0.056
H -1.393 0.972 1.008 0.128
H -1.165 -6.437 -2.482 0.101
H 5.323 4.962 -3.967 0.111
H 8.788 -0.043 -2.902 0.124
H -0.476 0.541 2.542 0.116
H -6.386 -4.451 2.172 0.115
H -0.178 2.449 3.579 0.107
H 6.979 3.125 1.162 0.103
H 4.172 4.602 2.216 0.088
H 4.275 6.870 0.242 0.083
H 9.002 6.705 2.008 0.097
H -6.306 -2.417 0.373 0.099
H -0.738 3.863 2.529 0.124
H -7.067 -3.344 -1.614 0.104
H 2.839 -3.885 -0.431 0.156
H 3.256 0.236 3.894 0.107
H -2.280 -0.552 -0.259 0.139
H 5.614 3.117 5.909 0.090
H 5.744 3.054 -2.396 0.099